{
  "formula": "C10H18N3",
  "method": "ωB97M-V/def2-TZVPD",
  "elements": ["C", "C", "C", "C", "C", "C", "C", "C", "H", "H", "H", "H", "H", "H", "H", "H", "H", "H", "C", "C", "N", "N", "N", "H", "H", "H", "H", "H", "H", "H", "H"],
  "coordinates": [[-1.13796, 1.49694, 1.28843], [-1.51802, 2.37776, 2.44516], [-0.57600, 0.18914, 1.65418], [0.82925, 0.06105, 1.95084], [-1.21056, -1.08087, 1.53973], [1.51578, -1.15127, 2.05761], [-0.62386, -2.30331, 1.83629], [0.75372, -2.38463, 2.06673], [-2.11282, 1.47286, 0.64519], [-0.32525, 1.99020, 0.79416], [-2.54730, 2.06382, 2.72982], [1.50550, 0.94387, 1.94966], [-2.24658, -1.01441, 1.28236], [2.59941, -1.20164, 2.20963], [-1.26898, -3.25808, 1.84053], [1.17867, -3.31330, 2.47131], [-1.68299, 3.50925, 2.41127], [-0.84309, 2.27974, 3.33958], [0.08419, 1.44716, -1.81708], [0.74989, -0.73848, -2.94206], [0.86911, 0.16361, -1.81415], [-0.05347, -0.43693, -3.94238], [1.54526, -1.80747, -2.90914], [1.95961, 0.19198, -1.60948], [-0.43336, 0.51440, -3.88147], [-0.24092, -1.03181, -4.71372], [2.27911, -1.78999, -2.12451], [1.27910, -2.57383, -3.39835], [-0.90117, 1.23147, -1.42085], [-0.22427, 2.04841, -2.73798], [0.79800, 2.10438, -1.20131]],
  "lowdin_spin": [0.000, 0.000, 0.000, 0.003, 0.002, 0.006, 0.001, 0.002, 0.000, 0.001, 0.000, 0.003, 0.001, 0.003, 0.000, 0.000, 0.000, 0.000, 0.040, 0.330, 0.086, 0.125, 0.116, 0.135, 0.012, 0.021, 0.076, 0.012, 0.002, 0.009, 0.016],
  "spin_multiplicity": 2,
  "homo_energy_ev": [-3.361, -8.710],
  "charge": 0,
  "gap_ev": [4.244, 9.389],
  "lumo_ev": [0.883, 0.679],
  "s2": 0.755
}


{
  "formula": "C10H18N3O",
  "method": "ωB97M-V/def2-TZVPD",
  "elements": ["C", "C", "C", "N", "N", "N", "H", "H", "H", "H", "H", "H", "H", "H", "H", "H", "C", "C", "C", "C", "C", "C", "C", "O", "H", "H", "H", "H", "H", "H", "H", "H"],
  "coordinates": [[1.42513, 1.44962, -1.79137], [0.13246, 2.23389, -1.62299], [2.21120, -0.78063, -2.32593], [1.08757, -0.10379, -2.02023], [3.55601, -0.36611, -2.29951], [1.97547, -1.96603, -2.83125], [2.11350, 1.73241, -2.59820], [2.16408, 1.44270, -0.86872], [0.35084, 2.90239, -0.72924], [-0.84148, 1.65953, -1.16834], [0.60284, -0.35126, -1.17662], [3.80936, 0.50902, -1.94423], [4.21021, -0.78401, -2.85773], [0.93245, -2.22849, -2.85979], [2.63529, -2.64356, -3.40030], [0.11225, 2.82014, -2.51382], [-1.04557, 2.02733, 2.20744], [-2.97600, -1.24974, 2.32771], [-2.00352, -2.09195, 1.74898], [-2.57690, 0.03869, 2.57213], [-1.39067, 0.60405, 2.09341], [-0.67664, -1.62878, 1.67552], [-0.37709, -0.33575, 1.86370], [-2.24592, -3.34529, 1.46380], [-4.01262, -1.55332, 2.72812], [-3.26159, 0.65108, 3.12554], [0.11977, -2.42502, 1.60749], [-3.27577, -3.40087, 1.31556], [-0.33859, 2.36455, 1.45858], [-0.94567, 2.27058, 3.22973], [0.61481, 0.06523, 1.81838], [-2.08525, 2.48340, 1.77219]],
  "mulliken_charge": [-0.543, -0.942, 0.653, -0.323, -0.342, -0.409, 0.531, 0.331, 0.246, 0.243, 0.255, 0.201, 0.207, 0.285, 0.271, 0.334, -1.202, -0.271, 0.648, -0.688, 0.290, -0.400, -0.637, -0.559, 0.237, 0.441, 0.376, 0.353, 0.160, 0.388, 0.558, 0.309],
  "homo_energy_ev": -10.469,
  "charge": 1,
  "gap_ev": 7.336,
  "lumo_ev": -3.134
}


{
  "formula": "C10H18N3O",
  "method": "ωB97M-V/def2-TZVPD",
  "elements": ["C", "C", "C", "C", "C", "C", "C", "O", "H", "H", "H", "H", "H", "H", "H", "H", "C", "C", "C", "N", "N", "N", "H", "H", "H", "H", "H", "H", "H", "H", "H", "H"],
  "coordinates": [[1.60977, 1.69595, 2.03014], [-2.28862, 1.92381, 0.54471], [-2.12934, 1.51389, 1.96833], [-1.34627, 2.20172, -0.43168], [-0.76846, 1.29378, 2.33692], [-0.04121, 2.04661, 0.12378], [0.22144, 1.55651, 1.41022], [-3.61840, 1.99030, 0.12393], [-2.86673, 1.35913, 2.59865], [-4.23651, 1.82347, 0.90835], [-1.69077, 2.62841, -1.50453], [-0.59189, 0.91379, 3.36259], [0.72924, 2.56981, -0.53780], [2.01372, 2.68003, 1.91292], [2.43581, 1.23482, 1.80559], [1.63128, 1.58755, 3.16900], [-0.43640, -1.00076, -1.14790], [-0.75107, -1.37883, -2.63495], [1.63676, -2.18424, -0.67298], [0.89276, -1.03347, -0.84918], [1.02632, -3.44188, -0.78872], [2.93085, -2.14932, -0.33945], [-0.91276, -0.05174, -1.00084], [-1.30866, -1.48930, -0.40619], [-0.90257, -2.50942, -2.74064], [0.11222, -1.04747, -3.25562], [1.27220, -0.17868, -0.45070], [0.06378, -3.64943, -0.81774], [1.72822, -4.29217, -0.79210], [3.37545, -1.21027, -0.42553], [3.63733, -2.83195, -0.50874], [-1.42750, -0.57065, -2.98984]],
  "mulliken_charge": [-1.744, 0.964, -1.066, -0.900, -0.579, -0.269, 1.361, -0.548, 0.509, 0.321, 0.335, 0.340, 0.158, 0.394, 0.475, 0.314, 0.360, -1.079, 0.577, 0.027, -0.375, -0.385, -0.563, 0.196, 0.312, 0.313, 0.201, 0.229, 0.253, 0.227, 0.262, 0.381],
  "homo_energy_ev": -11.179,
  "charge": 1,
  "gap_ev": 8.256,
  "lumo_ev": -2.924
}